Entry 1:
# C23H45BIN3O15P3S

A 3-piece molecular cluster, C23H45BIN3O15P3S overall in a non-equilibrium geometry (ωB97M-V/def2-TZVPD, OMol25).

ORCA input file:
```
! wB97M-V def2-TZVPD RIJCOSX def2/J DEFGRID3
* xyz 1 1
C -7.43 5.40 2.47
C -6.35 4.75 3.57
C -5.07 5.75 3.74
O -5.23 7.03 3.30
O -3.75 5.42 4.29
C -3.22 4.15 3.78
C -2.48 4.24 2.32
O -3.30 4.78 1.23
C -2.50 5.23 0.08
O -2.50 6.55 -0.22
C -1.70 4.08 -0.78
C -2.57 2.69 -1.12
O -3.96 2.49 -0.67
N -4.77 2.94 -1.65
O -5.15 4.07 -1.35
C -1.86 1.49 -1.97
N -0.39 1.60 -2.43
I 0.35 -0.06 -3.46
C 0.47 2.84 -2.12
P 2.31 2.84 -2.71
S 3.34 2.14 -1.17
C -0.14 4.16 -1.30
B 0.75 5.51 -0.98
N 0.95 6.16 0.38
O 1.40 6.18 -2.16
H -7.78 6.43 2.90
H -8.32 4.64 2.30
H -6.89 5.52 1.42
H -6.86 4.48 4.59
H -6.01 3.72 3.08
H -2.37 3.81 4.55
H -4.01 3.25 3.81
H -1.42 4.76 2.45
H -2.23 3.11 2.01
H -2.52 0.53 -2.20
H 2.84 4.16 -2.98
H 2.55 2.03 -3.87
H 0.22 6.91 0.46
H 1.86 6.68 0.33
H 2.40 6.20 -2.01
O -0.36 0.75 2.75
P -0.04 -0.54 3.55
O 0.27 -1.42 2.19
C 1.48 -1.18 1.49
C 2.69 -1.59 2.30
O -1.65 -0.90 3.76
C -2.55 0.16 4.07
C -3.33 0.54 2.82
O 0.33 -1.98 4.44
C -0.44 -3.18 4.36
C -0.21 -4.01 3.11
H 1.54 -0.12 1.21
H 1.44 -1.76 0.57
H 2.78 -0.99 3.21
H 3.60 -1.48 1.72
H 2.61 -2.64 2.62
H -2.01 1.02 4.48
H -3.23 -0.19 4.84
H -2.70 0.61 1.93
H -3.84 1.50 2.96
H -4.08 -0.22 2.60
H -1.50 -3.00 4.53
H -0.11 -3.78 5.22
H -0.71 -3.57 2.24
H -0.62 -5.02 3.24
H 0.85 -4.10 2.88
O 2.47 -3.60 -2.93
P 3.28 -4.25 -4.08
O 3.14 -5.77 -3.44
C 1.88 -6.42 -3.55
C 1.53 -6.73 -4.99
O 4.73 -3.80 -3.40
C 4.84 -2.50 -2.83
C 4.76 -2.60 -1.31
O 4.18 -4.97 -5.36
C 5.44 -5.63 -5.18
C 5.36 -7.02 -4.57
H 1.10 -5.80 -3.09
H 1.95 -7.35 -2.98
H 1.41 -5.82 -5.58
H 0.61 -7.31 -5.04
H 2.33 -7.31 -5.47
H 4.07 -1.83 -3.22
H 5.81 -2.08 -3.12
H 3.96 -3.27 -0.98
H 4.60 -1.62 -0.86
H 5.69 -3.01 -0.91
H 6.16 -5.01 -4.64
H 5.85 -5.74 -6.19
H 5.16 -6.98 -3.50
H 6.31 -7.55 -4.71
H 4.56 -7.62 -5.04
*
```

Maximum force, eV/Å: 10.03
HOMO, Ha: -0.4292
Calculated total energy, Ha: -3940.11693

=====

Entry 2:
# C23H45Cl16FN

A 9-piece molecular cluster, C23H45Cl16FN overall (ωB97M-V/def2-TZVPD, OMol25).

ORCA input file:
```
! wB97M-V def2-TZVPD RIJCOSX def2/J DEFGRID3
* xyz 1 1
C 1.44 3.65 1.61
C 0.03 4.07 1.95
F -0.76 2.91 2.14
C -0.61 4.94 0.87
C -2.15 4.93 0.83
C -2.84 5.27 2.10
N -3.63 4.35 2.49
C -3.58 3.14 1.65
C -2.85 3.62 0.40
H 1.46 3.19 0.63
H 2.08 4.54 1.57
H 1.81 2.95 2.36
H 0.01 4.60 2.91
H -0.28 4.63 -0.13
H -0.25 5.96 1.03
H -2.41 5.74 0.14
H -2.74 6.19 2.66
H -4.22 4.42 3.32
H -4.57 2.72 1.47
H -3.02 2.39 2.21
H -2.12 2.87 0.10
H -3.52 3.79 -0.44
Cl -3.47 -0.17 0.10
C -1.86 -0.93 -0.03
C -0.76 0.09 -0.16
Cl -0.83 0.99 -1.71
H -1.89 -1.62 -0.88
H -1.69 -1.49 0.88
H 0.20 -0.41 -0.13
H -0.81 0.82 0.64
Cl 3.04 7.51 2.50
C 4.10 7.96 1.14
C 3.79 7.13 -0.08
Cl 4.25 5.42 0.15
H 5.13 7.83 1.46
H 3.91 9.01 0.92
H 4.34 7.49 -0.95
H 2.72 7.16 -0.31
Cl 0.38 -2.37 2.29
C 0.33 -2.64 4.06
C -0.99 -2.21 4.64
Cl -1.23 -0.44 4.52
H 1.16 -2.09 4.49
H 0.48 -3.71 4.23
H -1.03 -2.47 5.69
H -1.83 -2.68 4.12
Cl -7.47 -3.49 -1.09
C -6.48 -2.10 -1.61
C -6.07 -2.18 -3.06
Cl -4.87 -3.48 -3.34
H -5.61 -2.05 -0.97
H -7.09 -1.20 -1.47
H -5.58 -1.25 -3.34
H -6.91 -2.36 -3.71
Cl 0.81 -6.11 5.15
C 2.45 -6.81 5.05
C 3.50 -5.74 4.93
Cl 3.36 -4.86 3.38
H 2.46 -7.48 4.20
H 2.61 -7.38 5.97
H 4.49 -6.19 4.95
H 3.41 -5.00 5.72
Cl 5.01 -8.11 2.74
C 5.10 -7.19 1.21
C 5.76 -7.99 0.12
Cl 7.49 -8.25 0.44
H 5.63 -6.27 1.41
H 4.07 -6.96 0.93
H 5.68 -7.45 -0.82
H 5.30 -8.97 0.00
Cl -4.70 0.36 -5.31
C -3.11 -0.46 -5.43
C -1.97 0.53 -5.50
Cl -1.96 1.46 -7.02
H -3.14 -1.09 -6.31
H -3.00 -1.08 -4.55
H -1.03 -0.01 -5.45
H -2.03 1.24 -4.68
Cl 1.22 -1.35 -5.22
C 2.21 0.02 -5.79
C 2.59 -0.12 -7.24
Cl 3.73 -1.46 -7.50
H 3.09 0.08 -5.15
H 1.61 0.92 -5.65
H 3.08 0.79 -7.57
H 1.71 -0.30 -7.86
*
```

ΔE to the lowest compared entry with this formula, charge and spin, kJ/mol: 0.0
Maximum force, eV/Å: 0.55
HOMO, Ha: -0.4408
Calculated total energy, Ha: -8420.87862